1.
C30H40O3 | ωB97M-V with the def2-TZVPD basis set

The calculation puts the LUMO energy at -0.1147 Eh. The strongest force on any atom is 2.4 eV/A. Its HOMO energy is -0.2072 Ha.

Last column: Löwdin charge in e.
Cartesian coordinates (Å):
C (-4.604, 0.984, -0.073)  -0.070
C (-3.526, -0.013, 0.237)  -0.254
O (-3.080, 0.279, 1.578)  -0.034
C (-2.145, -0.601, 1.998)  -0.478
C (-1.714, -0.282, 3.339)  -0.113
C (-0.599, -0.943, 3.931)  -0.396
O (-0.077, -0.495, 4.971)  -0.018
C (0.032, -2.173, 3.295)  -0.138
C (1.055, -1.784, 2.237)  -0.200
C (2.343, -1.121, 2.764)  -0.195
C (2.610, 0.335, 2.339)  -0.203
C (2.238, 1.445, 3.341)  -0.199
C (1.516, 2.656, 2.717)  -0.217
C (0.002, 2.496, 2.541)  -0.212
C (-0.804, 2.714, 3.823)  -0.205
C (-2.257, 2.236, 3.731)  -0.201
C (-2.485, 0.764, 4.095)  -0.163
O (-1.781, -1.505, 1.242)  -0.010
H (-4.963, 0.799, -1.086)  0.064
H (-5.438, 0.868, 0.631)  0.084
H (-4.219, 2.007, -0.003)  0.084
H (-3.904, -1.039, 0.196)  0.097
H (-2.676, 0.071, -0.451)  0.122
H (0.509, -2.763, 4.089)  0.118
H (-0.754, -2.758, 2.811)  0.095
H (1.325, -2.708, 1.699)  0.092
H (0.547, -1.145, 1.500)  0.096
H (2.392, -1.217, 3.856)  0.111
H (3.171, -1.711, 2.349)  0.093
H (3.697, 0.411, 2.187)  0.098
H (2.144, 0.528, 1.365)  0.103
H (1.646, 1.033, 4.174)  0.095
H (3.174, 1.832, 3.777)  0.103
H (1.709, 3.528, 3.355)  0.105
H (1.949, 2.867, 1.731)  0.101
H (-0.333, 3.240, 1.802)  0.108
H (-0.241, 1.512, 2.108)  0.104
H (-0.304, 2.239, 4.679)  0.112
H (-0.824, 3.797, 4.014)  0.106
H (-2.844, 2.826, 4.444)  0.101
H (-2.657, 2.436, 2.731)  0.098
H (-3.558, 0.558, 3.971)  0.109
H (-2.235, 0.637, 5.157)  0.114
C (2.355, -7.108, 0.186)  -0.039
C (1.211, -6.197, -0.125)  -0.243
C (1.450, -5.001, -0.821)  -0.021
C (0.404, -4.154, -1.127)  0.009
C (-0.939, -4.440, -0.737)  -0.181
C (-1.953, -3.529, -1.127)  0.107
C (-3.329, -3.770, -1.344)  -0.175
C (-4.122, -2.675, -1.811)  -0.004
C (-5.499, -2.741, -1.860)  -0.020
C (-6.167, -3.907, -1.459)  -0.238
C (-7.663, -3.923, -1.457)  -0.038
C (-5.409, -5.037, -1.116)  -0.013
C (-4.023, -5.006, -1.148)  0.016
C (-1.144, -5.626, 0.029)  0.010
C (-0.098, -6.505, 0.266)  -0.015
H (1.995, -8.057, 0.593)  0.081
H (2.961, -7.322, -0.704)  0.091
H (3.029, -6.658, 0.927)  0.099
H (2.463, -4.770, -1.136)  0.124
H (0.580, -3.245, -1.702)  0.127
H (-1.607, -2.525, -1.381)  0.133
H (-3.600, -1.771, -2.122)  0.123
H (-6.079, -1.892, -2.213)  0.125
H (-8.040, -4.842, -1.001)  0.081
H (-8.059, -3.070, -0.893)  0.095
H (-8.081, -3.852, -2.471)  0.097
H (-5.940, -5.950, -0.841)  0.121
H (-3.454, -5.927, -1.019)  0.108
H (-2.131, -5.827, 0.444)  0.112
H (-0.284, -7.464, 0.751)  0.121

2.
C39H41Cl7N5O2Tl | ωB97M-V with the def2-TZVPD basis set

Its relative energy (zero: lowest compared OMol25 entry of this formula, charge and spin) is 15.9 kcal per mole. The calculation puts the LUMO energy at -0.0138 Eh. The strongest force on any atom is 2.9 eV/A. Its HOMO energy is -0.3198 Ha.

Last column: Löwdin charge in e.
Cartesian coordinates (Å):
Tl (1.655, 1.707, 0.497)  1.018
Cl (1.419, 3.979, 3.178)  0.741
C (0.524, 4.495, 1.817)  -0.733
C (0.592, 3.675, 0.702)  -0.316
C (-0.131, 4.095, -0.374)  -0.657
Cl (-0.121, 3.082, -1.844)  0.650
C (-0.918, 5.253, -0.372)  -0.703
Cl (-1.636, 5.876, -1.792)  0.695
C (-0.962, 6.029, 0.794)  -0.696
Cl (-1.836, 7.503, 0.781)  0.698
C (-0.181, 5.666, 1.895)  -0.692
Cl (-0.154, 6.691, 3.293)  0.686
C (-1.282, 1.231, 1.957)  -0.046
C (-0.323, 0.087, 2.273)  -0.731
C (0.026, 0.101, 3.766)  -0.024
C (-1.099, -1.219, 2.035)  -0.033
O (0.790, 0.092, 1.433)  -0.338
H (-2.244, 1.115, 2.492)  0.101
H (-1.557, 1.250, 0.889)  0.087
H (-0.844, 2.198, 2.176)  0.044
H (-0.788, -0.330, 4.359)  0.085
H (0.166, 1.123, 4.101)  0.065
H (0.938, -0.501, 3.851)  0.086
H (-1.898, -1.262, 2.765)  0.081
H (-0.423, -1.995, 2.277)  0.075
H (-1.462, -1.194, 0.981)  0.069
Cl (5.377, -0.961, -0.481)  0.743
C (5.706, 0.727, -0.481)  -0.623
C (7.037, 1.118, -0.479)  -0.112
C (7.280, 2.467, -0.429)  -0.098
C (6.231, 3.393, -0.388)  -0.099
C (4.915, 3.025, -0.502)  -0.042
C (4.629, 1.601, -0.581)  -0.344
C (3.242, 1.261, -0.911)  -0.254
H (7.848, 0.378, -0.485)  0.116
H (8.310, 2.867, -0.523)  0.116
H (6.566, 4.423, -0.331)  0.104
H (4.115, 3.754, -0.676)  0.123
H (3.156, 0.189, -1.162)  0.024
H (3.036, 1.815, -1.820)  0.058
N (8.197, -0.509, 4.199)  0.164
C (7.231, -0.075, 3.736)  -0.153
C (5.996, 0.504, 3.217)  -0.200
C (5.763, 1.856, 3.098)  0.005
C (4.539, 2.314, 2.644)  -0.155
N (3.613, 1.479, 2.308)  0.026
C (3.814, 0.147, 2.442)  -0.122
C (5.005, -0.405, 2.816)  -0.023
H (6.490, 2.610, 3.465)  0.140
H (4.262, 3.339, 2.437)  0.107
H (3.006, -0.509, 2.105)  0.107
H (5.074, -1.470, 2.812)  0.119
C (-4.611, -5.223, -1.737)  -0.052
C (-3.138, -4.714, -1.746)  -0.506
C (-2.753, -4.474, -0.232)  -0.020
C (-2.308, -5.890, -2.182)  -0.076
C (-3.046, -3.518, -2.658)  -0.422
O (-3.640, -3.920, -3.887)  -0.025
C (-3.777, -2.188, -2.219)  -0.094
C (-3.446, -1.432, -0.970)  -0.145
C (-3.974, 0.030, -0.918)  -0.198
C (-3.673, 0.883, -1.973)  -0.042
C (-4.085, 2.207, -1.942)  -0.114
C (-4.771, 2.708, -0.874)  -0.672
Cl (-5.436, 4.315, -0.851)  0.659
C (-5.100, 1.900, 0.215)  -0.091
C (-4.616, 0.582, 0.191)  -0.039
C (-1.609, -3.179, -3.175)  -0.056
N (-0.765, -2.351, -2.402)  -0.117
C (-0.395, -1.076, -2.580)  -0.171
N (0.381, -0.678, -1.632)  0.095
C (0.554, -1.788, -0.859)  -0.198
N (-0.107, -2.842, -1.311)  0.133
H (-4.794, -6.082, -0.992)  0.122
H (-4.825, -5.773, -2.675)  0.084
H (-5.335, -4.440, -1.576)  0.078
H (-2.404, -5.462, 0.127)  0.092
H (-3.649, -4.173, 0.318)  0.076
H (-2.003, -3.710, -0.108)  0.041
H (-2.574, -6.816, -1.648)  0.098
H (-1.276, -5.703, -1.968)  0.074
H (-2.273, -6.113, -3.249)  0.092
H (-4.426, -4.488, -3.731)  0.090
H (-4.834, -2.393, -2.304)  0.118
H (-3.581, -1.492, -3.050)  0.109
H (-2.352, -1.572, -0.711)  0.092
H (-3.951, -1.878, -0.076)  0.112
H (-3.158, 0.573, -2.887)  0.108
H (-3.949, 2.843, -2.812)  0.111
H (-5.681, 2.207, 1.052)  0.096
H (-4.834, -0.116, 1.000)  0.114
H (-1.810, -2.568, -3.997)  0.113
H (-1.099, -4.082, -3.513)  0.137
H (-0.762, -0.443, -3.415)  0.148
H (1.201, -1.756, 0.000)  0.104

3.
C19H25BrN2O5PSnTe | ωB97M-V with the def2-TZVPD basis set

Its relative energy (zero: lowest compared OMol25 entry of this formula, charge and spin) is 10.0 kcal per mole. The calculation puts the LUMO energy at 0.0822 Eh. The strongest force on any atom is 0.6 eV/A. The net charge is -1. Its HOMO energy is -0.1745 Ha.

Last column: natural (NBO) charge in e.
Cartesian coordinates (Å):
Sn (0.538, -0.369, -0.375)  1.737
C (0.371, -1.550, -2.173)  -0.458
N (-0.961, 0.620, -2.339)  -0.561
C (1.153, 1.520, -3.363)  -0.667
C (-2.160, 0.877, -1.569)  -0.247
C (-2.450, -0.063, -0.408)  -0.025
C (-3.776, -0.345, -0.084)  -0.220
C (-4.094, -1.123, 1.019)  -0.210
C (-3.086, -1.642, 1.819)  -0.260
C (-1.760, -1.386, 1.496)  -0.132
C (-1.437, -0.610, 0.389)  -0.479
H (-1.688, -1.274, -2.583)  0.226
H (-0.456, -3.201, -1.148)  0.393
H (1.280, -1.507, -2.772)  0.219
H (0.718, 1.712, -4.345)  0.198
H (1.615, 0.531, -3.358)  0.184
H (1.922, 2.264, -3.170)  0.227
H (-3.051, 0.904, -2.213)  0.173
H (-2.028, 1.896, -1.191)  0.276
H (-4.568, 0.060, -0.706)  0.202
H (-5.133, -1.327, 1.254)  0.200
H (-3.329, -2.245, 2.685)  0.202
H (-0.967, -1.778, 2.125)  0.209
Br (-0.458, -5.553, -2.654)  -0.010
C (-0.276, -3.690, -3.092)  0.175
C (-0.386, -3.338, -4.388)  -0.383
C (-0.462, -2.003, -4.977)  -0.267
C (-0.654, -0.835, -4.352)  -0.110
C (-0.781, -0.726, -2.863)  -0.138
N (0.036, -2.943, -1.991)  -0.637
C (0.084, 1.726, -2.285)  0.722
O (-0.411, 2.879, -2.187)  -0.813
O (0.947, 1.426, -0.926)  -1.048
H (-0.461, -4.161, -5.085)  0.220
H (-0.389, -1.991, -6.059)  0.202
H (-0.696, 0.082, -4.927)  0.206
C (2.097, 4.131, 2.255)  -0.625
C (1.432, 2.920, 1.644)  -0.082
O (2.283, 1.759, 1.839)  -0.843
P (1.839, 0.523, 2.709)  2.128
O (0.432, 0.513, 3.147)  -1.126
Te (2.494, -1.352, 1.323)  -0.316
O (2.893, 0.557, 3.920)  -0.825
C (2.687, -0.377, 4.996)  -0.065
C (1.817, 0.227, 6.077)  -0.637
H (1.463, 5.007, 2.106)  0.211
H (3.062, 4.319, 1.785)  0.208
H (2.253, 3.993, 3.327)  0.199
H (1.307, 3.005, 0.566)  0.254
H (0.458, 2.723, 2.091)  0.196
H (3.682, -0.617, 5.370)  0.181
H (2.242, -1.297, 4.604)  0.186
H (2.250, 1.165, 6.428)  0.206
H (1.745, -0.460, 6.923)  0.202
H (0.819, 0.422, 5.687)  0.241

4.
C19H43N2O2P3Pb | ωB97M-V with the def2-TZVPD basis set

Its relative energy (zero: lowest compared OMol25 entry of this formula, charge and spin) is 78.2 kcal per mole. The calculation puts the LUMO energy (alpha / beta) at -0.5295 / -0.5613 Eh. The strongest force on any atom is 3.3 eV/A. The net charge is +4. Its HOMO energy (alpha / beta) is -0.6974 / -0.6970 Ha.

Last column: Löwdin charge in e.
Cartesian coordinates (Å):
Pb (0.285, 0.072, -0.659)  1.236
P (0.588, -2.940, -1.092)  0.791
P (2.659, 0.067, 1.111)  0.795
P (-2.756, 0.385, -0.061)  0.844
H (2.195, 4.873, 0.355)  0.063
C (1.104, 4.893, 0.494)  -0.067
C (0.522, 4.514, 1.641)  -0.093
H (1.118, 4.261, 2.540)  0.060
C (1.272, -2.850, -2.789)  -0.162
C (1.727, -3.782, 0.006)  -0.218
C (-1.007, -3.752, -1.134)  -0.190
C (2.782, 1.611, 2.074)  -0.213
C (2.875, -1.163, 2.451)  -0.213
C (4.305, 0.003, 0.314)  -0.232
C (-2.866, 2.038, 0.729)  -0.212
C (-4.059, -0.556, 0.844)  -0.214
C (-3.576, 0.720, -1.669)  -0.225
H (0.499, 5.188, -0.376)  0.057
H (-0.563, 4.621, 1.802)  0.053
H (1.602, -3.846, -3.115)  0.106
H (2.134, -2.168, -2.784)  0.069
H (0.518, -2.476, -3.502)  0.070
H (1.964, -4.731, -0.514)  0.096
H (1.208, -3.887, 0.993)  0.096
H (2.606, -3.116, 0.141)  0.059
H (-0.933, -4.642, -1.808)  0.109
H (-1.849, -3.129, -1.519)  0.075
H (-1.306, -4.121, -0.122)  0.087
H (3.840, 1.862, 2.241)  0.090
H (2.282, 1.471, 3.042)  0.063
H (2.295, 2.442, 1.546)  0.018
H (3.921, -1.174, 2.792)  0.091
H (2.604, -2.168, 2.105)  0.025
H (2.219, -0.905, 3.292)  0.051
H (5.099, 0.046, 1.076)  0.087
H (4.406, 0.856, -0.372)  0.070
H (4.406, -0.927, -0.264)  0.051
H (-3.648, 2.644, 0.251)  0.081
H (-1.899, 2.556, 0.625)  0.035
H (-3.087, 1.928, 1.799)  0.076
H (-5.070, -0.201, 0.596)  0.095
H (-3.908, -0.475, 1.931)  0.060
H (-3.987, -1.620, 0.568)  0.051
H (-4.336, 1.508, -1.556)  0.086
H (-4.050, -0.200, -2.041)  0.071
H (-2.823, 1.047, -2.404)  0.023
C (0.172, 1.299, -3.423)  -0.358
C (0.672, 0.438, -4.408)  0.030
C (0.359, 0.708, -5.735)  0.030
C (-0.463, 1.772, -6.097)  0.072
C (-1.042, 2.531, -5.090)  0.022
C (-0.804, 2.255, -3.763)  0.029
O (0.620, 1.470, -2.157)  -0.318
H (0.768, -1.895, 0.125)  -0.039
H (1.278, -0.422, -4.151)  0.100
H (0.790, 0.112, -6.519)  0.142
H (-0.641, 1.995, -7.155)  0.164
H (-1.653, 3.375, -5.317)  0.138
H (-1.239, 2.857, -2.964)  0.144
C (-0.272, -0.073, 5.515)  -0.040
N (-0.988, -1.069, 4.750)  0.032
C (-0.967, -1.159, 3.389)  -0.598
N (-1.713, -2.219, 2.917)  0.157
O (-0.354, -0.395, 2.625)  -0.088
H (0.237, 0.619, 4.840)  0.076
H (0.467, -0.551, 6.171)  0.103
H (-0.969, 0.489, 6.148)  0.105
H (-1.538, -1.755, 5.249)  0.154
H (-1.775, -2.358, 1.923)  0.065
H (-2.255, -2.799, 3.548)  0.125

5.
C3H8NOS | ωB97M-V with the def2-TZVPD basis set

Its relative energy (zero: lowest compared OMol25 entry of this formula, charge and spin) is 104.4 kcal per mole. The calculation puts the LUMO energy at -0.1882 Eh. The strongest force on any atom is 4.0 eV/A. The net charge is +1. Its HOMO energy is -0.4600 Ha.

Last column: natural (NBO) charge in e.
Cartesian coordinates (Å):
C (-0.263, 2.032, 0.801)  -0.235
C (-0.702, 0.710, 0.546)  0.243
C (-1.613, -2.527, -0.096)  0.145
N (-0.733, -2.162, 0.755)  -0.598
O (-0.103, 1.244, -0.444)  -0.359
S (2.596, 1.037, -1.322)  -0.325
H (-0.850, 2.897, 0.494)  0.234
H (0.745, 2.260, 1.331)  0.237
H (-0.755, -1.114, 0.849)  0.423
H (-1.805, -3.504, -0.493)  0.225
H (-2.472, -1.922, -0.461)  0.231
H (3.697, 1.704, -0.818)  0.171
H (0.060, -2.716, 0.995)  0.441
H (2.198, 2.060, -2.135)  0.166

| no. | electronic energy (eV) |
| --- | --- |
| 1 | -37898.8550 |
| 2 | -145002.0645 |
| 3 | -125784.9008 |
| 4 | -60545.4376 |
| 5 | -17601.9055 |